<A>
Computed, not measured: 4 unconnected molecules or ions with the total composition C3H10N4, with wB97M-V/def2-TZVPD.

Output
Highest occupied orbital energy   -8.3 eV
Gap between HOMO and LUMO   7.87 eV

Last column: Mulliken charge in e.
Element x y z (Å)
C 0.2487 -1.0850 1.7350  -0.56
C 1.3502 -0.9871 -0.5349  -0.75
C -1.4911 0.2626 -0.9519  0.01
H 0.2821 0.3101 2.9381  0.12
H 1.6984 -1.8276 1.6627  0.18
H -1.2907 -2.0304 2.1601  0.22
H 1.8892 -0.0794 -1.2279  0.21
H 2.1956 -1.3070 0.3254  0.17
H 1.1051 -1.9134 -1.0745  0.32
H -2.4105 -0.1796 -1.1453  0.35
H -1.9899 2.1523 -1.4505  0.30
H 0.2126 1.5811 0.2711  0.43
H 0.4011 2.5078 -1.2437  0.26
N 0.3280 -0.4320 0.3800  0.18
N -1.0852 -0.7698 -0.1430  -0.67
N -1.1824 1.4797 -1.1985  -0.06
N -0.2613 2.3176 -0.5024  -0.71

<B>
Computed, not measured: 2 unconnected molecules or ions with the total composition C3H10N4, with wB97M-V/def2-TZVPD.

Output
SMILES   [H]/N=C\N.N/C=C\N
Highest occupied orbital energy   -7.3 eV
Gap between HOMO and LUMO   8.30 eV

Last column: Mulliken charge in e.
Element x y z (Å)
C 0.8856 1.4524 0.4317  0.06
C -1.4067 -0.6737 -0.6179  -0.61
N 0.9285 1.9773 -0.8192  -0.46
N 1.8052 0.8506 1.0619  -0.66
N -2.0560 -0.3366 0.5849  -0.49
C -0.2233 -1.3065 -0.5995  -0.01
N 0.3734 -1.7245 0.6109  -0.72
H -0.1185 1.3821 0.8520  0.46
H -1.9442 -0.5244 -1.5445  0.39
H 0.0786 2.1548 -1.3127  0.23
H 1.7518 1.8259 -1.3914  0.19
H 2.7003 0.8296 0.5757  0.18
H 0.3720 -0.9691 1.3654  0.30
H -3.0610 -0.2994 0.4778  0.22
H -1.6369 -0.9962 1.3431  0.26
H 1.3595 -1.9226 0.4878  0.29
H 0.1916 -1.7197 -1.5061  0.36

Most stable to least stable, the ends of the list are <B> and <A>.

<A>
Computed, not measured: 2 unconnected molecules or ions with the total composition C3H10N4, with wB97M-V/def2-TZVPD.

Output
SMILES   [H]/N=C\NC.[H]/N=C\N
Highest occupied orbital energy   -8.2 eV
Gap between HOMO and LUMO   9.09 eV

Last column: Mulliken charge in e.
Element x y z (Å)
C 1.6498 -1.3625 0.4945  -0.82
N 1.1657 -0.1680 1.1543  -0.19
C -0.1620 0.2295 1.0565  -0.14
N -1.2172 -0.5597 1.0976  -0.68
H 1.8228 0.5960 1.1579  0.25
H -1.0080 -1.5044 0.7708  0.22
H -0.3176 1.1912 1.5416  0.50
H 1.0777 -2.2318 0.8379  0.30
H 2.6928 -1.5178 0.7750  0.33
H 1.5999 -1.3083 -0.6024  0.24
N -1.8127 0.4280 -1.1532  -0.39
C -0.4649 0.8318 -1.2790  -0.14
N -0.0398 2.0420 -1.2179  -0.56
H -2.1805 -0.2980 -1.7484  0.19
H -2.3570 0.8839 -0.4396  0.26
H -0.5346 2.5850 -0.4988  0.26
H 0.0856 0.1631 -1.9465  0.38

<B>
Computed, not measured: a molecular structure, C3H10N4, with wB97M-V/def2-TZVPD.

Output
Highest occupied orbital energy   -7.1 eV
Gap between HOMO and LUMO   7.88 eV

Last column: Mulliken charge in e.
Element x y z (Å)
C -1.3846 -0.6988 0.4591  -1.05
C -1.0027 0.3933 -0.4233  0.65
N 0.6026 2.0086 -0.9398  -0.67
N -1.4462 0.4394 -1.7126  -0.41
N 0.1188 1.0035 -0.0748  -0.16
H 1.1141 2.6827 -0.3834  0.25
H 1.2061 1.6039 -1.6514  0.22
H -2.3123 -0.0236 -1.9280  0.21
H -1.2156 1.2724 -2.2345  0.27
H -2.3534 -1.1383 0.2292  0.41
H -0.3647 -1.3506 0.4823  0.25
H -1.3593 -0.4111 1.5081  0.32
C 1.4689 -1.1683 0.9906  -0.75
N 1.5702 -1.1760 2.2547  -0.45
H 2.2855 -1.8171 2.6178  0.22
H 2.1673 -1.7413 0.3493  0.25
H 0.9055 0.1212 0.4567  0.46

Most stable to least stable, the ends of the list are <A> and <B>.

<A>
Computed, not measured: a molecular structure, C3H8N3, with wB97M-V/def2-TZVPD.

Output
Highest occupied orbital energy (alpha / beta)   -14.7 / -14.7 eV
Net charge   +1
Gap between HOMO and LUMO (alpha / beta)   9.74 / 9.74 eV

Last column: Mulliken charge in e.
Element x y z (Å)
C 0.2751 -0.5855 -1.3966  -0.46
C -1.1899 -0.3393 -1.2348  -0.35
C -0.3473 -0.3190 1.1388  -0.43
N -0.0363 1.0532 1.3125  -0.08
N 1.1746 1.3145 1.3739  -0.10
N -0.3254 0.1304 -0.2478  0.01
H 0.6072 -1.5697 -1.0346  0.26
H 0.8285 -0.0640 -2.1069  0.30
H -1.4935 0.5222 -1.8263  0.25
H -1.9149 -1.1295 -1.2977  0.32
H 0.4168 -1.0188 1.4116  0.37
H -1.2620 -0.7477 1.5157  0.34
H 1.7704 0.5441 1.4503  0.26
H 1.4966 2.2089 0.9418  0.31

<B>
Computed, not measured: 2 unconnected molecules or ions with the total composition C3H8N3, with wB97M-V/def2-TZVPD.

Output
Highest occupied orbital energy   -14.1 eV
Net charge   +1
Gap between HOMO and LUMO   8.40 eV

Last column: Mulliken charge in e.
Element x y z (Å)
C -2.6053 -0.2293 -0.6434  -0.01
C -1.9165 -0.6585 0.3103  -0.65
C 1.5964 0.2233 -0.1491  -0.33
N 1.4446 -1.1896 0.0537  -0.39
N 0.4346 1.0565 0.1440  0.32
N -0.4569 0.6980 0.8904  -0.48
H -3.0206 0.2374 -1.4691  0.44
H 2.4761 0.6349 0.3344  0.41
H 1.7187 0.5464 -1.2478  0.28
H -1.6627 -1.4583 0.9782  0.40
H 2.0187 -1.8186 0.5186  0.19
H 0.4515 1.9161 -0.3045  0.25
H 0.7331 -1.4191 -0.5297  0.21
H -1.2117 1.4609 1.1139  0.36

Most stable to least stable, the ends of the list are <A> and <B>.

<A>
Computed, not measured: a gas-phase ion, C3H8N3 (charge +1), with wB97M-V/def2-TZVPD.

Output
Highest occupied orbital energy   -14.7 eV
Net charge   +1
Gap between HOMO and LUMO   8.21 eV

Last column: Mulliken charge in e.
Element x y z (Å)
C 0.9555 -0.8571 0.3567  -0.04
C 1.1651 1.0551 -0.8342  -0.36
C -1.4685 -1.1473 0.6684  -0.82
N 1.7091 -0.2139 -0.4345  -0.39
N -0.2688 -0.4063 0.7582  -0.08
N -0.1836 1.2069 -0.3486  -0.30
H 1.2896 -1.7691 0.6087  0.49
H 1.8627 1.8604 -0.5063  0.32
H 1.4261 1.1641 -1.8188  0.36
H -2.0668 -0.6773 1.3636  0.37
H -1.8814 -1.4072 -0.3915  0.32
H -1.3162 -2.1035 1.0494  0.42
H -0.2876 1.7818 0.4792  0.39
H -0.9351 1.5134 -0.9503  0.31

<B>
Computed, not measured: a gas-phase ion, C3H8N3 (charge +1), with wB97M-V/def2-TZVPD.

Output
SMILES   [H]/N=[N+](/C)C/C=N/[H]
Highest occupied orbital energy   -14.6 eV
Net charge   +1
Gap between HOMO and LUMO   8.78 eV

Last column: Mulliken charge in e.
Element x y z (Å)
C -1.4195 0.4785 0.1735  0.05
C -0.1223 0.8621 -0.5032  -0.73
C 1.0659 -1.2358 -0.1129  -0.63
N 1.6542 0.6982 0.9352  -0.56
N -1.4317 -0.4814 0.9585  -0.47
N 1.0088 0.1853 0.0509  0.75
H -2.1093 1.3586 0.0044  0.31
H 1.4098 1.6709 0.9625  0.31
H -0.1824 1.0270 -1.6285  0.33
H -0.2036 2.0071 -0.3522  0.37
H 0.1314 -1.6774 0.2604  0.35
H 1.9804 -1.5020 0.4071  0.34
H 1.2819 -1.7135 -1.0384  0.33
H -2.2815 -0.9264 1.3361  0.27

Most stable to least stable, the ends of the list are <B> and <A>.

<A>
Computed, not measured: a gas-phase ion, C3H8N3 (charge +1), with wB97M-V/def2-TZVPD.

Output
SMILES   C1NCN2[NH2+][C@@H]12
Highest occupied orbital energy   -14.2 eV
Net charge   +1
Gap between HOMO and LUMO   11.01 eV

Last column: Mulliken charge in e.
Element x y z (Å)
C -0.7846 1.0541 0.2485  -0.38
C -0.3010 -1.2689 0.2510  -0.46
C 0.6541 0.8143 0.4508  -0.01
N -1.1250 -0.2048 -0.3393  -0.37
N 0.9487 -0.6268 0.5163  -0.23
N 1.3554 0.1656 -0.7146  -0.09
H -1.1488 1.2031 1.2788  0.31
H -0.9595 1.8760 -0.4347  0.36
H -0.6774 -1.8689 1.0863  0.32
H -0.0607 -2.1200 -0.3780  0.35
H 1.2053 1.5166 1.1003  0.40
H -2.0173 -0.3842 -0.6669  0.15
H 0.6347 -0.1187 -1.5315  0.41
H 2.2760 -0.0374 -0.8668  0.24

<B>
Computed, not measured: a gas-phase ion, C3H8N3 (charge +1), with wB97M-V/def2-TZVPD.

Output
SMILES   NC1=N[NH2+]CC1
Highest occupied orbital energy   -14.3 eV
Net charge   +1
Gap between HOMO and LUMO   11.09 eV

Last column: Mulliken charge in e.
Element x y z (Å)
C 0.9141 -0.1534 -0.0960  0.48
C -0.0848 1.0578 -0.0873  -0.31
C -1.3860 0.3287 -0.0683  -0.62
N 0.3565 -1.2806 -0.1193  -0.78
N 2.1879 -0.0014 0.0605  -0.34
N -1.0879 -1.1210 0.0855  0.17
H 0.2229 1.6219 0.8762  0.32
H 0.2470 1.7088 -1.0323  0.35
H -2.0690 0.6144 0.7560  0.31
H -2.0519 0.5210 -1.0090  0.27
H 2.6626 0.8697 0.1468  0.21
H 2.7502 -0.8094 0.1587  0.26
H -1.1525 -1.5875 0.9315  0.33
H -1.5092 -1.7688 -0.6029  0.36

<C>
Computed, not measured: a gas-phase ion, C3H8N3 (charge +1), with wB97M-V/def2-TZVPD.

Output
SMILES   C1NCN2[NH2+][C@@H]12
Highest occupied orbital energy   -15.1 eV
Net charge   +1
Gap between HOMO and LUMO   11.83 eV

Last column: Mulliken charge in e.
Element x y z (Å)
C 0.9271 0.7564 0.1919  -0.44
C -1.1011 0.4250 -0.6790  -0.30
C 0.3599 -0.4215 0.9915  -0.19
N 0.2638 0.4479 -1.0532  -0.53
N -1.1110 -0.5814 0.4589  -0.32
N -0.0691 -1.5556 0.2900  0.10
H 0.6298 1.7545 0.6800  0.32
H 2.0262 0.9049 0.0842  0.39
H -1.4344 1.3627 -0.0778  0.30
H -1.8026 0.1181 -1.4314  0.38
H 0.4130 -0.3685 2.0986  0.36
H 0.7036 1.0710 -1.6382  0.26
H 0.3290 -1.4905 -0.7330  0.39
H -0.1341 -2.4231 0.8175  0.30

Most stable to least stable, the ends of the list are <B> and <C>.

<A>
Computed, not measured: 2 unconnected molecules or ions with the total composition C4H7O2, with wB97M-V/def2-TZVPD.

Output
Highest occupied orbital energy   -12.6 eV
Net charge   +1
Gap between HOMO and LUMO   6.86 eV

Last column: Mulliken charge in e.
Element x y z (Å)
C -2.5104 0.4439 -0.2023  0.68
C 1.3263 0.3614 -0.1290  0.46
C 2.5654 0.8306 0.1125  -0.91
C -2.4223 -0.9858 -0.0839  -0.70
O 0.1980 1.0386 0.1194  -0.46
O -2.9304 1.4511 -0.4104  -0.01
H 0.4051 1.8843 0.5904  0.29
H 1.2244 -0.5566 -0.8482  0.19
H 3.5601 0.4141 -0.0138  0.28
H 2.7442 1.6605 0.8742  0.18
H -3.4143 -1.4038 0.1445  0.36
H -1.7167 -1.3879 0.7789  0.34
H -2.0670 -1.2872 -1.0341  0.29

<B>
Computed, not measured: a molecular structure, C4H7O2, with wB97M-V/def2-TZVPD.

Output
Highest occupied orbital energy   -16.3 eV
Net charge   +1
Gap between HOMO and LUMO   9.39 eV

Last column: Mulliken charge in e.
Element x y z (Å)
C 0.3003 1.5415 -1.6239  -0.19
C 0.3538 0.1832 -1.6668  -0.66
C 0.2357 -0.8257 -0.0101  0.73
C -0.6240 -0.4916 2.1829  -0.58
O -0.2875 -0.0793 0.8363  -0.21
O 0.7368 -1.8529 -0.0970  -0.26
H 1.2227 2.0994 -1.4440  0.27
H -0.5946 2.1556 -1.6935  0.28
H -0.5768 -0.3740 -1.9840  0.34
H 1.1724 -0.4027 -1.9813  0.39
H -1.2351 -1.4164 2.1157  0.32
H -1.0284 0.3478 2.7436  0.25
H 0.3247 -0.8850 2.6222  0.32

Most stable to least stable, the ends of the list are <A> and <B>.